(1)
Entry from the OMol25 dataset: one molecule with the formula C2H4N2 (ωB97M-V with the def2-TZVPD basis set).

The geometry in ORCA input format:
```
! RIJCOSX wB97M-V def2-TZVPD def2/J DEFGRID3
* xyz 0 1
N -1.40 -0.72 -0.28
N -0.61 0.21 -1.17
C 0.60 0.19 -0.26
C -0.78 0.45 0.20
H -0.90 -1.48 -0.02
H -1.46 1.05 0.80
H 1.02 -0.78 -0.16
H 1.23 0.97 -0.46
*
```

Values from the calculation:
SMILES = C1[C@@H]2NN12
HOMO-LUMO gap = 11.493 eV
HOMO level = -10.36 eV

Löwdin atomic charges, in units of e: 0.0385, 0.0318, -0.0483, -0.3389, 0.0307, 0.1339, 0.0900, 0.0623



(2)
Entry from the OMol25 dataset: C30H31MoN2O5 as an isolated structure (ωB97M-V with the def2-TZVPD basis set).

The geometry in ORCA input format:
```
! RIJCOSX wB97M-V def2-TZVPD def2/J DEFGRID3
* xyz 1 1
Mo 0.02 0.32 -0.36
O 1.67 -0.02 1.01
O 2.47 2.87 4.71
O -0.12 3.56 3.38
O -0.13 1.61 0.88
O 3.32 0.22 3.64
N -1.07 -1.03 1.57
N -1.82 0.39 -1.59
C -3.94 0.89 2.95
C -1.89 -1.08 -1.82
C 1.93 2.25 3.84
C 1.12 1.18 -1.72
C 2.48 2.63 -3.12
C 4.40 2.15 -4.49
C -3.38 -1.68 2.08
C 1.77 2.52 -1.77
C 1.58 0.73 2.03
C -4.64 -1.37 2.54
C -3.03 0.85 -0.90
C 1.64 -2.30 -1.11
C 2.75 2.55 -0.58
C 3.69 2.46 -5.64
C 3.81 2.23 -3.25
C 0.56 1.69 2.00
C 0.63 2.65 3.10
C 2.44 0.93 3.22
C 0.47 -1.57 -1.01
C -1.76 1.06 -2.89
C 1.89 -3.11 -2.21
C 2.38 2.88 -5.52
C -2.38 -0.71 2.07
C 1.78 2.96 -4.27
C -2.67 0.58 2.51
C 0.96 -3.19 -3.23
C 0.74 3.65 -1.55
C -4.93 -0.08 2.97
C -0.25 -2.51 -3.13
C -0.51 -1.70 -2.02
H 1.26 4.59 -1.44
H 1.49 0.56 -2.55
H -3.16 -2.69 1.74
H 0.75 3.27 -4.22
H 3.50 3.33 -0.73
H 2.22 2.78 0.35
H 1.15 -3.79 -4.10
H 2.37 -2.21 -0.32
H 2.82 -3.66 -2.28
H -2.36 -1.54 -0.94
H -2.53 -1.28 -2.69
H -2.66 0.83 -3.48
H 4.39 1.96 -2.38
H 5.43 1.82 -4.57
H -1.00 -2.63 -3.90
H -5.40 -2.13 2.57
H -1.91 1.35 2.52
H -4.15 1.89 3.28
H -0.88 0.74 -3.45
H -1.71 2.14 -2.75
H -2.94 1.92 -0.68
H -0.37 -0.82 2.28
H 0.05 3.74 -2.38
H 0.15 3.47 -0.64
H 4.15 2.38 -6.61
H 3.25 1.59 -0.46
H -3.91 0.69 -1.53
H -1.01 -2.04 1.40
H 1.81 3.13 -6.40
H -5.92 0.17 3.31
H -3.17 0.32 0.04
*
```

Values from the calculation:
HOMO-LUMO gap = 6.793 eV
HOMO level = -11.76 eV

Löwdin atomic charges, in units of e: 1.7287, -0.0903, 0.2112, 0.1468, -0.2118, 0.1924, 0.0696, -0.3781, -0.0575, -0.1483, -0.2045, -0.0408, -0.1979, -0.0630, -0.0438, -0.5260, -0.2993, -0.0664, -0.0482, -0.0681, -0.0190, -0.0753, -0.0321, -0.2633, -0.2708, -0.2236, -0.2614, -0.0625, -0.0463, -0.0683, -0.3244, -0.0399, -0.0461, -0.0404, -0.0225, -0.0709, -0.0212, -0.2523, 0.1069, 0.1070, 0.1143, 0.1011, 0.1080, 0.0787, 0.1168, 0.1119, 0.1167, 0.1261, 0.1394, 0.1076, 0.1077, 0.1099, 0.1223, 0.1118, 0.0959, 0.1163, 0.0933, 0.0927, 0.1096, 0.1022, 0.0613, 0.0732, 0.1085, 0.0910, 0.1125, 0.1088, 0.1080, 0.1099, 0.0662



(3)
Entry from the OMol25 dataset: one molecule with the formula C3H5NO3 (ωB97M-V with the def2-TZVPD basis set).

The geometry in ORCA input format:
```
! RIJCOSX wB97M-V def2-TZVPD def2/J DEFGRID3
* xyz 0 1
O -0.93 1.05 -0.26
O -0.86 -1.28 -0.42
O 2.34 -0.17 -0.11
N 0.42 -1.29 0.11
C -1.45 -0.16 0.14
C 0.49 1.20 -0.10
C 1.18 -0.15 -0.12
H 1.02 -2.09 -0.30
H 0.70 1.50 0.89
H -2.46 -0.15 -0.25
H -1.28 -0.33 1.25
H 0.84 1.86 -0.84
*
```

Values from the calculation:
SMILES = O=C1COCON1
HOMO-LUMO gap = 10.488 eV
HOMO level = -9.69 eV

Löwdin atomic charges, in units of e: -0.0763, -0.0672, 0.1317, 0.0586, -0.2662, -0.0498, -0.4856, 0.1997, 0.1246, 0.1415, 0.1591, 0.1298



(4)
Entry from the OMol25 dataset: C5H10EuO2 as an isolated structure (ωB97M-V with the def2-TZVPD basis set).

The geometry in ORCA input format:
```
! RIJCOSX wB97M-V def2-TZVPD def2/J DEFGRID3
* xyz 1 9
Eu 1.32 -0.55 -0.24
O 2.79 -1.22 -2.09
O -0.92 -1.39 -0.16
C 3.67 -0.48 -4.13
C -1.56 -0.16 -0.64
C -1.73 -2.54 -0.07
C -0.51 0.91 -0.63
C 2.75 -1.23 -3.34
H -2.51 -2.38 0.68
H -2.20 -2.77 -1.04
H -1.08 -3.37 0.22
H -0.67 1.66 0.17
H 3.60 -0.51 -5.22
H 4.34 0.23 -3.65
H -2.39 0.03 0.07
H -0.43 1.42 -1.60
H -2.00 -0.39 -1.66
H 1.93 -1.74 -3.88
*
```

Values from the calculation:
HOMO-LUMO gap (spin up / spin down) = 7.430 / 5.064 eV
HOMO level (spin up / spin down) = -11.04 / -11.11 eV

Löwdin atomic charges, in units of e: 1.6445, -0.1945, -0.4432, 0.1855, -0.3375, -0.0923, -0.3698, -0.2829, 0.1012, 0.0987, 0.0914, 0.0220, 0.0873, 0.0927, 0.1164, 0.0173, 0.1328, 0.1305



It is found that the ΔE to the lowest compared entry with this formula, charge and spin values, taken in the order of the records, are 3.923 1.600 3.634 0.000 eV.
It is found that the largest force on an atom values, taken in the order of the records, are 3.48 2.66 4.03 1.28 eV/A.